No. 1
DFT (ωB97M-V/def2-TZVPD) results for 8 unconnected molecules or ions with the total composition C38H48N2O24 at a distorted geometry.

Geometry as XYZ:
```
112
Properties=species:S:1:pos:R:3:lowdin_charge:R:1
C 1.934 -2.019 1.826 -0.008
C 3.026 -1.645 0.861 -0.207
C 4.278 -1.431 1.373 -0.046
C 5.353 -1.082 0.606 -0.078
C 5.175 -0.977 -0.746 -0.084
C 3.932 -1.195 -1.258 -0.057
C 2.838 -1.510 -0.499 -0.185
C 1.483 -1.707 -1.134 -0.066
N 0.832 -0.437 -1.590 0.048
C -0.579 -0.486 -1.505 -0.468
O -1.259 0.091 -2.346 0.100
O -1.141 -1.147 -0.469 0.009
C -2.554 -0.964 -0.376 -0.168
C -3.148 -1.706 0.808 -0.131
C -2.760 -1.148 2.187 -0.225
O -1.541 -0.417 2.204 -0.096
C 1.348 0.762 -0.932 -0.210
C 0.990 1.055 0.351 0.008
C 1.558 2.191 0.890 -0.037
C 2.409 2.906 0.090 -0.160
N 2.731 2.648 -1.164 0.094
C 2.182 1.550 -1.674 -0.069
H 2.269 -1.864 2.848 0.068
H 1.027 -1.422 1.705 0.050
H 1.646 -3.064 1.663 0.073
H 4.423 -1.512 2.445 0.113
H 6.321 -0.909 1.057 0.107
H 5.990 -0.709 -1.403 0.107
H 3.798 -1.104 -2.333 0.124
H 0.872 -2.272 -0.431 0.105
H 1.656 -2.335 -2.011 0.134
H -2.817 0.094 -0.325 0.135
H -3.049 -1.346 -1.270 0.130
H -2.950 -2.775 0.717 0.119
H -4.230 -1.581 0.707 0.121
H -2.642 -2.007 2.860 0.118
H -3.532 -0.522 2.630 0.119
H -0.804 -1.027 2.095 0.057
H 0.305 0.439 0.910 0.097
H 1.333 2.479 1.906 0.097
H 2.871 3.786 0.534 0.110
H 2.425 1.266 -2.690 0.118
O -0.931 6.821 1.963 0.169
C -1.255 5.964 1.210 -0.568
O -1.550 6.158 -0.100 0.063
C -1.666 4.873 -0.721 -0.114
C -2.003 3.980 0.449 -0.123
O -1.382 4.653 1.546 0.047
H -2.439 4.880 -1.486 0.134
H -0.711 4.616 -1.183 0.132
H -3.077 3.918 0.635 0.134
H -1.603 2.973 0.335 0.120
O 2.980 -0.308 4.759 0.154
C 1.935 0.255 4.837 -0.580
O 0.750 -0.274 4.448 0.048
C -0.291 0.600 4.915 -0.107
C 0.431 1.918 5.056 -0.097
O 1.778 1.506 5.330 0.039
H -1.109 0.640 4.202 0.112
H -0.665 0.221 5.869 0.137
H 0.423 2.502 4.134 0.122
H 0.042 2.529 5.866 0.138
O -4.108 1.150 -7.850 0.154
C -3.524 0.606 -6.969 -0.594
O -2.848 1.247 -5.988 0.065
C -2.487 0.275 -4.996 -0.134
C -2.489 -1.007 -5.782 -0.108
O -3.454 -0.744 -6.814 0.040
H -1.519 0.497 -4.565 0.102
H -3.238 0.282 -4.204 0.126
H -1.524 -1.213 -6.243 0.115
H -2.787 -1.865 -5.182 0.133
O 0.549 0.013 -6.323 0.162
C 1.138 1.040 -6.414 -0.554
O 0.971 1.937 -7.412 0.071
C 1.671 3.131 -7.054 -0.114
C 2.711 2.620 -6.085 -0.117
O 2.070 1.470 -5.526 0.051
H 2.104 3.603 -7.932 0.133
H 0.968 3.825 -6.588 0.135
H 3.630 2.303 -6.583 0.134
H 2.960 3.339 -5.308 0.134
O -8.489 0.164 -2.642 0.163
C -7.964 -0.020 -3.691 -0.570
O -8.623 -0.201 -4.863 0.062
C -7.659 -0.161 -5.922 -0.106
C -6.384 -0.541 -5.211 -0.112
O -6.620 -0.081 -3.877 0.058
H -7.925 -0.854 -6.715 0.135
H -7.624 0.850 -6.332 0.138
H -6.224 -1.621 -5.188 0.140
H -5.509 -0.064 -5.637 0.106
O 1.663 1.656 11.607 0.170
C 2.162 1.349 10.577 -0.567
O 1.484 1.182 9.411 0.059
C 2.446 1.044 8.360 -0.123
C 3.668 0.554 9.098 -0.113
O 3.489 1.116 10.401 0.062
H 2.098 0.342 7.609 0.119
H 2.601 2.017 7.893 0.134
H 3.697 -0.535 9.184 0.134
H 4.598 0.897 8.652 0.135
O 1.112 -5.209 -0.049 0.168
C 1.623 -5.783 0.855 -0.564
O 2.370 -5.182 1.817 0.034
C 2.616 -6.147 2.844 -0.111
C 2.463 -7.457 2.105 -0.117
O 1.540 -7.119 1.067 0.068
H 3.607 -6.014 3.269 0.135
H 1.871 -6.020 3.632 0.135
H 3.397 -7.793 1.651 0.134
H 2.066 -8.253 2.731 0.133
```

Summary:
max |F|: 0.0469 Eh/bohr
structure (SMILES): Cc1ccccc1CN(C(=O)OCCCO)c1cccnc1.O=C1OCCO1.O=C1OCCO1.O=C1OCCO1.O=C1OCCO1.O=C1OCCO1.O=C1OCCO1.O=C1OCCO1
HOMO energy: -9.20 eV
lowest unoccupied orbital energy: 0.1254 eV

---

No. 2
DFT (ωB97M-V/def2-TZVPD) results for a molecular structure, C38H48N3NaO4PS2 at a distorted geometry.

Geometry as XYZ:
```
97
Properties=species:S:1:pos:R:3:lowdin_charge:R:1
Na -1.198 -1.117 1.600 0.383
O -2.046 1.496 2.552 -0.338
S -3.492 1.298 2.451 0.631
O -4.362 1.662 3.580 -0.330
N -3.463 -0.316 2.232 -0.144
C -4.599 -1.000 2.103 -0.315
C -5.899 -0.534 2.413 -0.042
C -6.966 -1.399 2.326 -0.118
C -6.859 -2.724 1.921 -0.091
C -5.614 -3.257 1.487 -0.158
C -5.426 -4.601 1.048 -0.043
C -4.144 -5.117 0.986 -0.065
C -3.082 -4.181 1.130 -0.185
N -3.224 -2.902 1.429 0.099
C -4.459 -2.366 1.661 -0.138
C -4.122 1.945 0.984 -0.302
C -4.492 3.282 1.018 -0.063
C -5.139 3.827 -0.068 -0.086
C -5.189 3.130 -1.293 -0.073
C -4.631 1.822 -1.359 -0.062
C -4.156 1.231 -0.189 -0.057
H -5.992 0.471 2.807 0.086
H -7.950 -1.105 2.698 0.097
H -7.768 -3.335 1.906 0.092
H -6.330 -5.182 0.803 0.109
H -3.984 -6.185 0.752 0.102
H -2.056 -4.516 0.818 0.043
H -4.441 3.828 1.935 0.109
H -5.622 4.803 -0.032 0.100
H -5.577 3.595 -2.194 0.090
H -4.531 1.258 -2.297 0.106
H -3.744 0.219 -0.174 0.120
O 1.192 -1.829 2.612 -0.193
N 2.062 -2.779 2.519 -0.268
C 3.370 -2.489 2.789 -0.078
C 4.357 -3.395 2.551 -0.121
C 4.031 -4.664 1.952 -0.107
C 2.664 -5.003 1.774 -0.115
C 1.632 -4.085 2.207 -0.791
S 0.040 -4.456 2.382 0.623
H 3.595 -1.523 3.237 0.122
H 5.377 -3.103 2.698 0.076
H 4.837 -5.383 1.730 0.086
H 2.337 -5.974 1.307 0.101
O 0.016 0.166 -0.027 -0.352
P 1.364 0.646 -0.459 0.896
C 1.207 2.319 -1.376 -0.291
C 2.297 2.829 -2.342 -0.194
C 1.969 2.695 -3.810 -0.222
C 0.590 3.149 -4.173 -0.223
C -0.468 2.404 -3.380 -0.198
C -0.246 2.538 -1.875 -0.182
C 2.233 -0.756 -1.388 -0.321
C 1.391 -1.341 -2.551 -0.183
C 1.898 -2.794 -2.872 -0.169
C 3.467 -2.896 -2.850 -0.170
C 4.136 -1.487 -2.871 -0.205
C 3.724 -0.548 -1.744 -0.205
C 2.527 1.047 1.084 -0.291
C 1.806 1.715 2.278 -0.192
C 1.800 3.224 2.303 -0.201
C 3.253 3.731 2.247 -0.203
C 3.931 3.237 0.965 -0.209
C 3.894 1.723 0.832 -0.198
H 1.300 2.965 -0.504 0.078
H 3.259 2.377 -2.182 0.079
H 2.418 3.898 -2.165 0.114
H 2.084 1.669 -4.151 0.103
H 2.742 3.225 -4.373 0.112
H 0.426 2.986 -5.259 0.116
H 0.426 4.213 -3.995 0.113
H -0.400 1.338 -3.651 0.111
H -1.478 2.728 -3.670 0.112
H -0.893 1.918 -1.281 0.082
H -0.499 3.563 -1.582 0.119
H 2.213 -1.553 -0.603 0.131
H 1.471 -0.714 -3.453 0.098
H 0.336 -1.412 -2.256 0.107
H 1.486 -3.147 -3.814 0.094
H 1.464 -3.470 -2.134 0.103
H 3.845 -3.523 -3.645 0.089
H 3.790 -3.414 -1.923 0.110
H 3.912 -0.974 -3.820 0.105
H 5.220 -1.619 -2.930 0.103
H 3.944 0.489 -2.060 0.084
H 4.365 -0.682 -0.878 0.104
H 2.665 0.000 1.442 0.088
H 2.340 1.425 3.202 0.126
H 0.778 1.292 2.340 0.108
H 1.398 3.610 3.266 0.121
H 1.192 3.679 1.529 0.100
H 3.813 3.356 3.095 0.105
H 3.313 4.820 2.249 0.103
H 4.975 3.604 0.946 0.112
H 3.437 3.695 0.094 0.094
H 4.629 1.305 1.532 0.116
H 4.299 1.403 -0.145 0.079
```

Summary:
total charge: -1
max |F|: 0.1079 Eh/bohr
HOMO energy: -3.94 eV
lowest unoccupied orbital energy: 2.1609 eV

---

No. 3
DFT (ωB97M-V/def2-TZVPD) results for a molecular structure, C38H49BrCl4N7O2P2SSeTi at a distorted geometry.

Geometry as XYZ:
```
106
Properties=species:S:1:pos:R:3:lowdin_charge:R:1
Ti -0.780 0.289 0.705 0.591
Cl 3.344 -1.321 5.816 0.662
C 2.117 -0.545 4.873 -0.695
C 1.363 0.493 5.413 -0.698
Cl 1.677 1.063 7.015 0.666
C 0.343 1.085 4.655 -0.612
Cl -0.647 2.357 5.276 0.724
C 0.117 0.665 3.359 -0.410
O -0.805 1.150 2.534 -0.323
C 0.923 -0.332 2.798 -0.357
O 0.641 -0.589 1.495 -0.286
C 1.886 -0.961 3.550 -0.599
Cl 2.782 -2.241 2.825 0.750
C 1.022 4.148 -0.391 -0.264
P 0.589 2.837 0.824 0.915
C 2.129 2.742 1.843 -0.231
C -0.455 3.942 1.887 -0.369
C 0.141 4.962 2.632 -0.105
C -0.623 5.850 3.372 -0.077
C -2.008 5.750 3.352 -0.076
C -2.614 4.749 2.608 -0.091
C -1.853 3.823 1.890 -0.356
P -2.663 2.432 0.994 0.871
C -3.701 3.376 -0.180 -0.280
C -3.915 1.931 2.232 -0.229
H 1.313 5.062 0.126 0.043
H 0.131 4.353 -0.991 0.026
H 1.833 3.831 -1.050 0.022
H 2.836 3.520 1.559 0.053
H 2.604 1.771 1.708 0.030
H 1.883 2.838 2.898 0.045
H 1.222 5.065 2.645 0.103
H -0.138 6.622 3.962 0.107
H -2.616 6.446 3.920 0.105
H -3.698 4.694 2.593 0.094
H -4.321 4.101 0.348 0.039
H -4.343 2.690 -0.744 0.041
H -3.058 3.890 -0.892 0.019
H -4.570 2.763 2.483 0.039
H -3.390 1.598 3.126 0.050
H -4.526 1.115 1.850 0.034
Br -6.346 -3.034 2.084 0.805
C -4.780 -2.077 1.730 -0.701
C -3.794 -2.006 2.671 -0.079
C -2.643 -1.284 2.365 -0.108
N -2.481 -0.662 1.217 -0.127
C -3.465 -0.716 0.315 -0.199
C -4.632 -1.422 0.531 -0.085
H -3.884 -2.511 3.624 0.116
H -1.835 -1.221 3.078 0.133
H -3.318 -0.166 -0.596 0.065
H -5.402 -1.454 -0.228 0.115
C 1.012 -7.596 -1.087 -0.059
C 0.555 -6.152 -1.099 -0.279
C 0.361 -5.444 0.081 -0.021
C -0.058 -4.112 0.090 -0.278
C -0.329 -3.451 1.413 -0.072
C -0.266 -3.435 -1.125 -0.478
Se -0.811 -1.595 -1.224 0.787
C -0.099 -4.144 -2.333 -0.293
C -0.359 -3.551 -3.710 -0.081
C 0.310 -5.482 -2.290 -0.033
H 0.698 -8.101 -0.171 0.072
H 2.103 -7.664 -1.144 0.078
H 0.603 -8.145 -1.939 0.072
H 0.524 -5.945 1.035 0.114
H 0.004 -4.082 2.239 0.081
H -1.405 -3.281 1.520 0.070
H 0.172 -2.487 1.483 0.023
H -1.118 -2.774 -3.672 0.018
H -0.690 -4.336 -4.394 0.074
H 0.545 -3.108 -4.136 0.075
H 0.426 -6.019 -3.234 0.115
C 2.859 -0.847 -0.636 -0.176
N 2.060 0.089 -1.442 -0.090
C 1.996 -0.436 -2.811 -0.202
N 3.333 -0.604 -3.422 -0.080
C 4.101 -1.528 -2.565 -0.166
N 4.220 -1.030 -1.186 -0.077
C 4.878 0.282 -1.233 -0.170
N 4.135 1.255 -2.057 -0.080
C 2.772 1.369 -1.501 -0.197
C 4.014 0.699 -3.414 -0.181
H 2.342 -1.807 -0.609 0.121
H 2.940 -0.466 0.379 0.095
H 1.407 0.244 -3.427 0.097
H 1.499 -1.396 -2.774 0.068
H 5.101 -1.650 -2.984 0.120
H 3.599 -2.496 -2.551 0.126
H 5.876 0.164 -1.655 0.120
H 4.966 0.672 -0.218 0.123
H 2.199 2.048 -2.134 0.093
H 2.849 1.784 -0.497 0.085
H 5.013 0.585 -3.838 0.120
H 3.444 1.396 -4.030 0.115
C -2.592 -0.176 -4.038 -0.099
N -1.485 0.728 -4.378 -0.023
C -0.908 1.553 -3.513 -0.834
N 0.078 2.337 -4.008 0.095
S -1.360 1.686 -1.887 0.628
H -2.863 -0.727 -4.939 0.090
H -3.448 0.405 -3.697 0.078
H -2.301 -0.865 -3.252 -0.020
H -1.058 0.621 -5.282 0.140
H 0.168 2.479 -5.001 0.111
H 0.393 3.079 -3.410 0.081
```

Summary:
2S+1: 2
max |F|: 0.0467 Eh/bohr
HOMO energy (spin up / spin down): -6.38 / -6.51 eV
lowest unoccupied orbital energy (spin up / spin down): -0.0324 / -0.1784 eV
energy above the lowest of the compared OMol25 structures with the same formula, charge and spin: 12.13 kcal per mole